DFT (wB97M-V/def2-TZVPD) results for 3 unconnected molecules or ions with the total composition C21H21I3N4O2.

Properties
HOMO-LUMO gap in eV: 7.89
Total energy in Eh: -2075.039466
Lowest unoccupied orbital energy in eV: -1.07
SMILES string: C/C(I)=C(\I)[C@@](I)(C#N)[C@@H](C#N)CCCC(=O)O.c1ccncc1.c1ccncc1
2S+1: 1

Element x y z (Å)
C (4.296, -2.389, -1.954)
C (2.661, -2.216, -1.646)
I (1.329, -3.567, -2.729)
C (2.136, -1.182, -0.718)
I (3.692, 0.088, 0.258)
C (0.545, -0.931, -0.337)
I (-0.362, -2.658, 0.726)
C (0.590, 0.270, 0.832)
N (0.689, 1.165, 1.791)
C (-0.365, -0.329, -1.546)
C (0.498, 0.062, -2.922)
N (1.266, 0.295, -3.959)
C (-1.625, -1.238, -2.043)
C (-2.933, -0.812, -1.136)
C (-3.982, -2.033, -0.829)
C (-4.342, -2.982, -2.117)
O (-4.157, -4.314, -1.951)
O (-4.887, -2.532, -3.407)
H (4.875, -2.897, -1.072)
H (4.803, -1.341, -2.220)
H (4.429, -3.039, -2.947)
H (-0.827, 0.714, -1.191)
H (-1.881, -0.877, -3.152)
H (-1.433, -2.387, -2.123)
H (-3.527, 0.045, -1.705)
H (-2.590, -0.331, -0.103)
H (-3.674, -2.729, 0.065)
H (-5.002, -1.514, -0.492)
H (-5.553, -3.253, -3.678)
C (3.896, -0.417, 5.866)
C (3.707, 0.035, 4.564)
C (4.733, 0.746, 3.962)
N (5.907, 1.030, 4.568)
C (6.060, 0.580, 5.832)
C (5.095, -0.142, 6.516)
H (3.115, -0.978, 6.371)
H (2.784, -0.162, 4.031)
H (4.635, 1.117, 2.946)
H (7.011, 0.823, 6.297)
H (5.273, -0.480, 7.530)
C (-3.803, 4.796, -1.576)
C (-3.270, 4.146, -2.684)
C (-2.757, 2.870, -2.512)
N (-2.740, 2.220, -1.328)
C (-3.263, 2.877, -0.270)
C (-3.802, 4.152, -0.343)
H (-4.216, 5.796, -1.672)
H (-3.256, 4.621, -3.658)
H (-2.334, 2.320, -3.348)
H (-3.235, 2.334, 0.671)
H (-4.210, 4.631, 0.540)

---

DFT (wB97M-V/def2-TZVPD) results for a molecular structure, ArH14O7.

Properties
HOMO-LUMO gap in eV: 10.71
Total energy in Eh: -1062.570241
Lowest unoccupied orbital energy in eV: 0.02
2S+1: 1

Element x y z (Å)
Ar (0.597, -0.606, -0.799)
O (2.504, 0.735, 2.753)
H (2.428, 0.509, 3.680)
H (1.663, 1.137, 2.535)
O (2.148, 3.360, -0.318)
H (1.761, 2.488, -0.391)
H (3.065, 3.199, -0.097)
O (-1.552, -2.698, 2.091)
H (-1.123, -3.436, 2.524)
H (-1.620, -2.965, 1.174)
O (1.268, -2.708, -4.065)
H (1.445, -3.484, -3.533)
H (1.900, -2.057, -3.758)
O (-2.557, -0.896, -1.595)
H (-2.291, -1.785, -1.362)
H (-2.303, -0.802, -2.513)
O (-2.064, 1.876, -0.306)
H (-2.210, 0.980, -0.609)
H (-2.281, 2.423, -1.061)
O (0.120, 1.668, 1.903)
H (-0.536, 2.013, 1.297)
H (-0.362, 1.050, 2.452)

---

DFT (wB97M-V/def2-TZVPD) results for a molecular structure, C3H6OS.

Properties
HOMO-LUMO gap in eV: 9.37
Total energy in Eh: -591.291548
Lowest unoccupied orbital energy in eV: 0.77
2S+1: 1

Element x y z (Å)
C (0.430, 0.036, 0.372)
C (-0.560, -1.072, -0.146)
C (-0.563, 1.165, -0.126)
H (2.275, -0.618, 0.110)
H (0.550, 0.065, 1.472)
H (-0.349, -1.248, -1.257)
H (-0.671, -1.973, 0.462)
H (-0.158, 1.457, -1.163)
H (-0.643, 2.042, 0.504)
O (1.660, 0.116, -0.214)
S (-1.970, 0.032, -0.015)